# 1
{
  "formula": "C4H12NO3",
  "method": "ωB97M-V with the def2-TZVPD basis set",
  "e_homo_ha": -0.152,
  "charge": -1,
  "de_lowest_kcal_mol": 25.2,
  "symbols": ["O", "O", "O", "N", "C", "C", "C", "C", "H", "H", "H", "H", "H", "H", "H", "H", "H", "H", "H", "H"],
  "positions_angstrom": [[0.605, 0.650, -1.523], [1.331, -3.152, 0.923], [0.118, -1.860, -1.150], [-0.832, -0.804, 0.883], [-1.031, -1.684, -0.447], [0.531, 2.778, -0.295], [-0.067, 1.353, -0.464], [0.104, 0.370, 0.737], [1.088, -2.385, 1.542], [-1.884, -1.172, -1.008], [0.194, 0.947, 1.695], [-1.864, -0.435, 1.106], [1.553, 2.791, 0.129], [-1.161, 1.555, -0.634], [1.136, -0.060, 0.633], [-1.742, -2.482, -0.055], [0.460, -0.398, -1.356], [0.921, -2.730, 0.100], [0.592, 3.361, -1.257], [-0.051, 3.356, 0.439]],
  "forces_ev_per_a": [[-1.0, 0.1, 0.2], [-0.8, 2.3, 0.8], [-1.3, -0.3, 1.3], [-2.1, 1.1, -0.5], [-1.6, 1.8, 0.6], [0.6, 0.0, 0.1], [0.6, -0.9, -0.3], [0.4, 0.2, 0.8], [0.5, -1.8, -1.0], [1.1, 0.4, -0.3], [-0.6, -0.5, -0.4], [2.9, -0.8, -0.6], [-0.2, -0.4, -0.3], [0.5, -0.6, -0.2], [-0.9, 0.3, -0.1], [1.8, -0.5, -0.1], [0.2, 1.1, -0.6], [0.5, -0.6, 0.1], [-0.3, -0.8, 0.8], [-0.2, -0.1, -0.3]],
  "nbo_charge": [-0.806, -1.015, -0.879, -0.700, 0.121, -0.621, 0.080, -0.260, 0.458, 0.076, 0.171, 0.322, 0.194, 0.127, 0.205, 0.120, 0.509, 0.503, 0.208, 0.186]
}



# 2
{
  "formula": "C4H12NO3",
  "method": "ωB97M-V with the def2-TZVPD basis set",
  "e_homo_ha": -0.131,
  "charge": -1,
  "de_lowest_kcal_mol": 35.3,
  "symbols": ["O", "O", "O", "N", "C", "C", "C", "C", "H", "H", "H", "H", "H", "H", "H", "H", "H", "H", "H", "H"],
  "positions_angstrom": [[-0.800, -3.454, -0.455], [0.573, 0.217, -1.666], [1.682, 1.987, -0.251], [-0.637, 0.224, 1.889], [-0.159, -0.248, -0.654], [0.357, 0.141, 0.773], [-1.610, 0.414, -0.767], [1.025, 1.544, 0.939], [-1.612, 0.035, 1.736], [0.285, 2.333, 1.088], [-1.677, 1.445, -0.398], [-1.713, 0.695, -1.820], [-1.099, -2.547, -0.659], [-0.334, -0.100, 2.794], [1.733, 1.554, 1.776], [-2.411, -0.235, -0.397], [0.029, -3.235, -0.012], [-0.314, -1.355, -0.595], [1.395, 1.370, -0.994], [1.095, -0.596, 1.117]],
  "forces_ev_per_a": [[-0.1, 0.1, 0.1], [0.9, -0.6, -0.2], [1.0, 0.1, 0.4], [-0.4, -0.4, 0.0], [-1.8, 2.1, 0.8], [0.4, 0.8, 2.0], [0.5, 0.2, -0.8], [0.1, 0.4, -2.7], [0.1, -0.2, -0.3], [-0.5, -0.4, 0.7], [0.2, -0.4, 1.0], [-0.3, -1.0, -0.2], [-0.2, -0.7, -0.1], [0.1, -0.2, -0.3], [-0.1, -0.2, 0.1], [-0.3, 0.3, -0.1], [0.0, -0.3, 0.0], [0.3, 0.8, -0.3], [-0.3, -0.2, 0.2], [0.1, -0.1, -0.4]],
  "nbo_charge": [-0.948, -0.907, -0.819, -0.901, 0.171, -0.091, -0.693, -0.052, 0.367, 0.150, 0.200, 0.225, 0.469, 0.351, 0.137, 0.165, 0.464, 0.053, 0.508, 0.153]
}